ORCA calculation (ωB97M-V/def2-TZVPD) on 2 unconnected molecules or ions with the total composition C5H4N2.

Element x y z (Å)
C (2.892, -1.019, 0.504)
C (1.777, -0.398, 0.206)
C (0.351, -0.378, 0.331)
C (-0.660, -0.952, -0.419)
C (-1.681, 0.017, -0.404)
N (-1.341, 1.091, 0.303)
N (-0.142, 0.796, 0.795)
H (1.692, 1.278, -0.795)
H (-0.641, -1.909, -0.924)
H (-2.653, -0.019, -0.874)
H (0.406, 1.493, 1.278)

## Properties
2S+1: 1
Orbital gap (alpha / beta) in eV: 6.95 / 7.60
HOMO level (alpha / beta) in eV: -9.63 / -9.47
Energy above the lowest of the compared OMol25 structures with the same formula, charge and spin in kcal per mole: 180.37